71
Properties=species:S:1:pos:R:3 method="wB97M-V/def2-TZVPD" orbital_gap_ev=6.188 largest_force_ev_per_a=2.1 charge=0 e_homo_ev=-7.6 energy_ha=-7164.75230
C 0.418 -1.930 -0.520
C 0.593 -3.053 -1.339
N -4.148 1.934 -4.474
H -4.116 1.417 0.949
H -0.854 -2.211 6.532
S 1.690 2.857 2.714
C -3.788 -0.333 -3.441
C 0.134 -0.573 5.555
C 2.313 -2.662 0.781
C -2.062 -0.933 -5.537
O -1.461 1.079 1.147
C 1.314 -1.709 0.539
C 3.711 -0.141 3.111
C -2.093 2.211 -2.263
C 2.456 -3.786 -0.008
H 1.705 -4.829 -1.732
C -1.258 2.497 -3.366
C -2.185 1.505 0.091
H 3.141 -0.396 3.993
H 0.187 0.040 6.446
C 3.837 0.325 0.759
P 1.278 -0.213 1.612
H -1.034 -0.594 0.002
S -1.187 4.114 1.323
C 1.597 -3.964 -1.089
C 0.660 -0.093 4.364
C -4.195 2.070 -1.119
H -5.272 2.198 -1.121
H 0.755 2.693 -4.055
H 2.997 -2.507 1.606
H -1.697 2.745 -4.325
H 3.228 -4.513 0.212
H -1.308 -1.400 -1.447
C -3.204 -1.590 -3.518
C -2.678 0.308 -5.471
C -0.492 -2.609 4.454
C -3.545 1.629 0.054
H -0.089 -3.207 -2.169
H -3.424 -2.342 -2.771
C 0.041 -2.131 3.263
C 5.827 0.410 2.101
N -0.086 1.943 -0.917
H -0.934 -3.598 4.485
H 0.006 -2.752 2.379
S -1.081 5.090 4.854
C -3.508 2.276 -2.271
C 3.081 -0.017 1.880
H 5.563 -0.022 4.185
H -4.482 -0.119 -2.644
H 6.893 0.587 2.191
C 0.632 -0.869 3.204
C -0.446 -1.833 5.602
H 5.780 0.798 -0.012
C -1.449 1.885 -1.067
H 1.725 2.268 -1.794
H 3.349 0.426 -0.202
N -0.621 -1.051 -0.798
C 0.658 2.219 -1.962
H 1.127 0.882 4.354
C 0.101 2.475 -3.222
H -1.386 -1.171 -6.347
S 2.075 3.354 0.787
Br -1.516 -3.575 -4.648
Ti 0.102 2.130 1.143
C -3.509 0.628 -4.410
H -2.493 1.053 -6.237
N -4.202 2.674 -3.477
C 5.081 0.071 3.220
C -2.331 -1.872 -4.557
C 5.203 0.533 0.866
Sb -1.124 3.277 3.569